{
  "formula": "C28H56O21",
  "method": "ωB97M-V/def2-TZVPD",
  "smiles": "CCOC(=O)OC.CCOC(=O)OC.CCOC(=O)OC.CCOC(=O)OC.CCOC(=O)OC.CCOC(=O)OC.CCOC(=O)OC",
  "e_lumo_ha": 0.0176,
  "e_tot_ha": -2680.40989,
  "species": ["C", "C", "O", "C", "O", "O", "C", "H", "H", "H", "H", "H", "H", "H", "H", "C", "C", "O", "C", "O", "O", "C", "H", "H", "H", "H", "H", "H", "H", "H", "C", "C", "O", "C", "O", "O", "C", "H", "H", "H", "H", "H", "H", "H", "H", "C", "C", "O", "C", "O", "O", "C", "H", "H", "H", "H", "H", "H", "H", "H", "C", "C", "O", "C", "O", "O", "C", "H", "H", "H", "H", "H", "H", "H", "H", "C", "C", "O", "C", "O", "O", "C", "H", "H", "H", "H", "H", "H", "H", "H", "C", "C", "O", "C", "O", "O", "C", "H", "H", "H", "H", "H", "H", "H", "H"],
  "xyz": [[5.4104, -2.7692, 7.4649], [6.4854, -3.6340, 6.7533], [6.8292, -3.0631, 5.5147], [6.0857, -3.3185, 4.3731], [4.9808, -3.8093, 4.4641], [6.8701, -3.1924, 3.2603], [6.3289, -3.2929, 1.9691], [5.3413, -2.9251, 8.5415], [4.4333, -2.9267, 7.0082], [5.6041, -1.7062, 7.3210], [6.0201, -4.6193, 6.7246], [7.4116, -3.8112, 7.2999], [5.2475, -3.1627, 1.9280], [6.4574, -4.3376, 1.6860], [6.9131, -2.8086, 1.1866], [-7.9098, -5.8075, 7.7555], [-7.1439, -5.8884, 6.4692], [-5.8315, -5.2640, 6.5296], [-5.1359, -5.0973, 5.3699], [-5.5560, -5.3250, 4.2439], [-3.8745, -4.8173, 5.6759], [-3.0474, -4.5042, 4.5463], [-7.6756, -5.0838, 8.5362], [-7.8615, -6.6750, 8.4137], [-8.9766, -5.7024, 7.5582], [-7.7097, -5.5084, 5.6186], [-6.9790, -6.9218, 6.1644], [-3.5024, -3.8321, 3.8187], [-2.4297, -5.2335, 4.0222], [-2.2038, -3.9626, 4.9741], [4.8711, 12.8805, -4.8332], [4.1579, 12.7958, -6.2107], [4.0639, 11.5276, -6.6154], [2.9049, 10.7820, -6.2570], [2.0120, 11.2116, -5.4940], [2.9398, 9.6570, -6.7810], [1.7587, 8.8926, -6.9021], [4.3687, 12.3079, -4.0535], [4.7577, 13.8839, -4.4227], [5.9256, 12.6188, -4.7453], [4.6255, 13.2871, -7.0639], [3.1938, 13.2903, -6.0916], [1.9993, 7.8295, -6.9058], [1.3842, 9.1349, -7.8967], [1.1016, 9.0444, -6.0458], [8.5407, 7.0648, -1.7068], [8.2249, 7.3795, -0.2275], [7.5475, 6.3391, 0.3490], [7.5846, 5.9922, 1.6002], [8.3691, 6.3618, 2.4684], [6.6011, 5.0563, 1.7287], [6.3712, 4.3934, 2.9729], [7.5216, 6.9603, -2.0791], [9.0626, 6.1327, -1.9238], [8.9806, 7.8812, -2.2795], [7.6396, 8.2975, -0.1750], [9.0935, 7.6210, 0.3851], [7.2266, 3.8302, 3.3460], [5.5877, 3.6597, 2.7832], [6.2169, 5.0360, 3.8397], [-14.4915, -3.0281, 6.3230], [-14.6385, -2.7035, 4.8193], [-13.4308, -3.0191, 4.1384], [-13.2758, -2.8641, 2.8469], [-14.0672, -2.4742, 1.9697], [-11.9437, -3.3139, 2.5774], [-11.5645, -3.3253, 1.2564], [-13.8133, -2.2859, 6.7440], [-14.1830, -4.0200, 6.6533], [-15.4250, -2.8118, 6.8426], [-15.0380, -1.7156, 4.5899], [-15.3925, -3.3288, 4.3413], [-11.9603, -4.2556, 0.8491], [-10.4877, -3.3040, 1.0882], [-11.9744, -2.4745, 0.7121], [2.7919, 2.0826, -2.8895], [2.0224, 1.0629, -3.8192], [0.6364, 1.2450, -3.5807], [0.0751, 0.3840, -2.6048], [0.5675, -0.5567, -1.9895], [-1.2244, 0.6344, -2.5225], [-2.0786, 0.4234, -1.4376], [3.1496, 1.7248, -1.9240], [2.2239, 3.0031, -2.7554], [3.6867, 2.4172, -3.4143], [2.3309, 0.0208, -3.7352], [2.2742, 1.3354, -4.8441], [-1.8511, 1.0343, -0.5640], [-2.0706, -0.6214, -1.1270], [-3.0958, 0.6536, -1.7543], [-1.0651, -6.4597, -6.0493], [0.3678, -6.1846, -5.7473], [1.2322, -7.0066, -6.5534], [2.3989, -6.7425, -6.9846], [3.0182, -5.6868, -6.8118], [2.8257, -7.8159, -7.6606], [4.0550, -7.7424, -8.3278], [-1.5222, -7.4015, -5.7455], [-1.3202, -6.3055, -7.0978], [-1.5707, -5.7109, -5.4396], [0.6470, -6.4883, -4.7384], [0.6955, -5.1690, -5.9693], [4.0109, -8.4509, -9.1550], [4.9053, -8.1462, -7.7782], [4.3556, -6.7577, -8.6857]]
}



{
  "formula": "C28H56O7",
  "method": "ωB97M-V/def2-TZVPD",
  "e_lumo_ha": 0.0183,
  "e_tot_ha": -1626.40827,
  "species": ["C", "C", "C", "O", "C", "H", "H", "H", "H", "H", "H", "H", "H", "C", "C", "C", "O", "C", "H", "H", "H", "H", "H", "H", "H", "H", "C", "C", "C", "O", "C", "H", "H", "H", "H", "H", "H", "H", "H", "C", "C", "C", "O", "C", "H", "H", "H", "H", "H", "H", "H", "H", "C", "C", "C", "O", "C", "H", "H", "H", "H", "H", "H", "H", "H", "C", "C", "C", "O", "C", "H", "H", "H", "H", "H", "H", "H", "H", "C", "C", "C", "O", "C", "H", "H", "H", "H", "H", "H", "H", "H"],
  "xyz": [[-3.2416, 3.7776, -0.9270], [-3.3242, 5.1918, -1.0375], [-1.8648, 5.7010, -1.2992], [-1.1002, 4.5209, -1.2320], [-1.7827, 3.3918, -0.6664], [-3.4489, 3.2609, -1.8641], [-3.8476, 3.2705, -0.1761], [-3.7727, 5.6581, -0.1603], [-4.0033, 5.5727, -1.8002], [-1.6328, 6.5577, -0.6664], [-1.7708, 6.0079, -2.3408], [-1.4320, 3.3250, 0.3635], [-1.5451, 2.4106, -1.0775], [-1.4917, 0.5114, 0.0130], [-0.8414, 0.9737, -1.2373], [-0.2272, -0.3275, -1.8061], [0.0966, -1.0071, -0.5993], [-0.6063, -0.5427, 0.5549], [-2.4286, -0.0060, -0.1938], [-1.6361, 1.2396, 0.8111], [-0.0465, 1.6932, -1.0407], [-1.6432, 1.1751, -1.9477], [0.6701, -0.1053, -2.3837], [-0.9103, -0.9452, -2.3891], [0.1617, -0.0470, 1.1486], [-1.0727, -1.2672, 1.2226], [-2.5134, 0.1810, 3.7480], [-3.0746, -0.2784, 5.1217], [-2.3176, -1.5947, 5.3773], [-1.5375, -1.8076, 4.2287], [-2.0555, -1.0944, 3.1288], [-1.6477, 0.8416, 3.7958], [-3.3065, 0.5275, 3.0855], [-4.1473, -0.3852, 4.9601], [-2.8671, 0.4902, 5.8662], [-3.0711, -2.3606, 5.5609], [-1.7252, -1.6025, 6.2923], [-2.8179, -1.7569, 2.7189], [-1.3789, -0.8939, 2.2981], [1.3867, 2.0877, 0.4961], [1.6191, 3.6143, 0.4835], [3.0940, 3.7298, 0.2585], [3.6933, 2.4246, 0.3505], [2.7498, 1.5009, 0.9753], [1.2197, 1.6472, -0.4868], [0.6322, 1.8200, 1.2359], [1.1966, 4.1927, 1.3051], [1.1368, 3.9623, -0.4299], [3.6148, 4.2377, 1.0704], [3.4122, 4.1033, -0.7148], [2.8270, 1.5599, 2.0609], [2.7875, 0.4278, 0.7881], [0.3740, -1.7945, -5.0836], [1.6237, -1.0751, -5.5280], [2.1745, -0.4684, -4.2161], [1.4690, -1.1792, -3.1226], [0.6310, -2.1838, -3.6234], [0.1112, -2.5954, -5.7747], [-0.4448, -1.0764, -5.0390], [1.4699, -0.3923, -6.3637], [2.3160, -1.7787, -5.9903], [1.8314, 0.5660, -4.2329], [3.2511, -0.5864, -4.0931], [-0.2421, -2.3003, -2.9814], [1.1021, -3.1625, -3.5320], [0.5383, -2.8121, 1.7322], [-0.1581, -3.5191, 2.8581], [-1.1102, -4.4647, 2.0967], [-0.5644, -4.5577, 0.7318], [0.0626, -3.3414, 0.4116], [1.6118, -2.8819, 1.9079], [0.4035, -1.7370, 1.8513], [-0.6807, -2.7905, 3.4779], [0.4922, -4.0555, 3.5490], [-2.1257, -4.0696, 2.0697], [-1.1417, -5.4906, 2.4638], [-0.6647, -2.6471, -0.0091], [0.8201, -3.5140, -0.3530], [2.2134, -2.3950, -1.1856], [2.8910, -2.4521, 0.1712], [2.4830, -1.1002, 0.7672], [2.7205, -0.1828, -0.3521], [2.5134, -0.9166, -1.5240], [1.1308, -2.5028, -1.2522], [2.5360, -3.0860, -1.9643], [3.9801, -2.4953, 0.1848], [2.5066, -3.3646, 0.6270], [3.0791, -0.8615, 1.6480], [1.4349, -1.0033, 1.0504], [3.4403, -0.8812, -2.0965], [1.7538, -0.4162, -2.1247]]
}



Record order is preserved below.
Energy relative to the best compared isomer or geometry (same formula, charge and spin): 5.455; 16.651 eV